(1)
C15H42AlF3N7O9P2S2 as an isolated structure in a non-equilibrium geometry. Source: the OMol25 dataset; level of theory: wB97M-V/def2-TZVPD.

ORCA input file:
```
! RIJCOSX wB97M-V def2-TZVPD def2/J DEFGRID3
* xyz 1 1
C 2.4320 -3.2945 1.4299
F -3.7403 -0.9117 -3.7782
H -1.8776 -2.0152 2.7477
H -2.2001 4.4309 1.5073
Al -0.8769 -0.7567 -1.8131
H 1.6604 -4.0122 1.6900
H -2.5328 2.2727 4.3472
O -0.9250 0.0204 -6.9472
C -4.1157 0.0655 3.1794
N 3.0079 -3.4686 0.0701
O -1.1347 1.9665 -5.3562
C -2.1262 -1.3639 3.5912
H -1.1668 -1.1849 4.0811
H 1.9533 -2.3109 1.4753
N 4.1458 -1.1636 0.2926
H 1.1313 1.5221 4.3465
N 4.2477 -2.2793 -2.0378
H 6.0539 -1.9015 -0.1988
O 1.8727 -1.3273 -1.1377
O -3.4530 3.6575 -2.0372
H 5.1915 -1.1241 -3.4852
H 2.9678 -5.6001 -0.2528
H -0.4967 0.9569 4.9665
P 3.1360 -2.0256 -0.8070
C -2.8150 2.9838 3.5653
N -1.5053 -0.3358 -4.4403
H 3.2479 -3.2548 2.1524
H 4.3409 0.5795 1.4434
H -4.4714 -0.0415 4.2051
H 1.8077 0.5902 2.3551
S -0.9906 0.5534 -5.6047
C 5.0592 -3.5257 -2.0891
H -4.8870 4.0041 -0.1065
H -3.1354 4.0564 -4.0171
O -2.4975 1.6210 -2.1971
C 5.4390 -1.7352 0.6850
C -5.1211 2.9438 -0.1319
H 0.8601 -0.9146 2.8747
O -3.5236 -0.9393 -6.0537
H -3.9054 2.9545 3.5831
H 0.7071 -0.2172 1.2826
O -3.7223 1.2167 -4.7790
H -4.6588 -0.6052 2.5130
H -5.1409 2.6588 0.9232
O -4.1256 2.0937 -0.7094
F 0.5491 0.1771 -5.2403
C 4.0606 0.2862 0.4309
H -0.5775 3.4439 1.6653
N -2.6522 -0.0908 3.1087
N -0.1998 0.8955 2.8341
H 4.3913 -4.2533 -2.5522
H -0.3614 2.4588 4.1558
H 4.6882 0.8259 -0.2834
F -0.5920 -2.5707 0.3618
H 5.2603 -3.9472 -1.1067
N -2.3254 2.4364 2.2938
H -2.8446 -1.8157 4.2686
C -2.5881 4.1341 -3.0772
C 2.5058 -4.6679 -0.5748
O -1.7006 0.3865 0.7193
C 0.0626 1.4526 4.1694
H 3.4999 -0.6538 -3.1941
H -1.6478 3.1491 0.4495
C 4.1884 -1.4934 -3.2712
H 1.4343 -4.7871 -0.3680
H 3.0370 0.6333 0.2908
H 2.3972 -4.5607 -1.6571
H 6.0019 -3.2670 -2.5647
H 3.8316 -2.1076 -4.1012
P -1.7460 0.8537 2.1078
C 0.8702 0.0350 2.3323
H -2.3373 3.9241 3.8265
H -1.7009 3.5238 -3.2436
H -2.2237 5.1562 -2.9969
S -3.1188 -0.0573 -4.9883
H 5.9674 -1.2106 1.4782
H -6.1042 2.6402 -0.4826
C -1.6553 3.4944 1.4898
C -3.2910 2.3654 -1.6833
H 5.2392 -2.7038 1.1485
H -4.4348 1.0759 2.9266
*
```

Values from the calculation:
- LUMO energy: -8.82 eV
- Energy relative to the best compared isomer or geometry (same formula, charge and spin): 248.1 kJ/mol
- Frontier orbital gap: 0.092 Eh
- Molecular weight: 674.6 Da
- HOMO: -11.3 eV

Mulliken atomic charge list, values in e, 2 entries:
1 C -0.78
2 F -0.29

(2)
C2H5OYb as an isolated structure. Source: the OMol25 dataset; level of theory: wB97M-V/def2-TZVPD.

ORCA input file:
```
! RIJCOSX wB97M-V def2-TZVPD def2/J DEFGRID3
* xyz 0 2
H -0.0835 1.3008 0.7855
H -1.1677 -1.1781 -0.7684
H -2.0337 -0.3306 0.5178
O 3.6317 -0.3727 0.3284
C -0.1588 0.6618 -0.1149
H -0.7163 1.3258 -0.8031
Yb 2.1171 0.4279 -0.9788
H -0.5651 -1.2542 0.8875
C -1.0236 -0.5807 0.1460
*
```

Values from the calculation:
- LUMO energy (spin up / spin down): -0.97 / -0.98 eV
- Frontier orbital gap (spin up / spin down): 0.243 / 0.242 Eh
- Molecular weight: 218.1 Da
- HOMO (spin up / spin down): -7.6 / -7.6 eV

Mulliken atomic charge list, values in e, 2 entries:
1 H 0.30
2 H 0.26

(3)
C37H24Br2N5O3TaTe as an isolated structure in a non-equilibrium geometry. Source: the OMol25 dataset; level of theory: wB97M-V/def2-TZVPD.

ORCA input file:
```
! RIJCOSX wB97M-V def2-TZVPD def2/J DEFGRID3
* xyz 0 1
C 5.9779 4.3788 0.1941
Te 2.7997 -1.3245 -0.8551
C -4.4587 0.9833 0.1426
H -2.2786 1.2868 3.2370
Ta 0.3829 0.3758 -0.5114
H -0.2801 -0.0439 -6.9143
N -1.0936 -0.7536 2.2088
C -0.2186 -3.0458 -1.7195
H 1.8028 4.5918 1.2478
H 6.9490 4.8456 0.2142
C 3.4581 3.2156 0.1240
C -0.1977 -3.6586 -4.0251
H -0.1890 -5.0737 -2.4221
C 1.7335 -2.6317 2.5329
C -2.1555 1.6372 0.4281
H 1.2832 -3.4622 3.0582
C 5.8088 3.1546 -0.4400
H 4.6772 -0.9766 2.3500
H 5.0284 5.9610 1.2973
C 4.5561 2.5843 -0.4716
C -4.2453 0.4776 3.5024
C -1.1676 2.5030 0.8461
C -0.5229 -1.8989 1.8949
C -0.2174 -2.2911 -4.3595
H -1.3605 3.4243 1.3723
N -1.6975 0.5156 -0.2468
Br -0.3068 2.3328 -5.1564
H -4.6568 1.3761 3.9402
C 2.8802 -0.4344 1.2778
C 3.6374 4.4501 0.7699
C -3.9837 -0.1656 -0.5369
O 2.6255 5.1126 1.3510
C 3.6540 -1.2575 2.1515
C 1.4719 -0.6562 1.0880
H 4.4065 1.6313 -0.9661
C -2.6419 -0.3423 -0.6917
H 3.2772 0.5538 1.0862
C -3.2152 -1.8964 2.4492
C -4.5679 -1.8131 2.8355
H -2.2764 -1.2210 -1.2117
C 2.1546 2.5697 0.0335
C -3.5455 1.8609 0.6278
H -3.2016 -3.9721 1.8726
O 2.0326 1.5356 -0.7510
C -2.9339 0.4392 3.1151
H -4.6709 -0.8902 -0.9406
C -0.2571 -0.4244 -5.9060
H -5.1911 -2.6923 2.7584
N 0.0751 2.1312 0.5027
C -2.6003 -3.0835 2.0010
O -0.1358 0.8869 -2.5342
C -1.2488 -3.1062 1.7864
Br -0.2145 -2.9560 -7.1629
C 0.9462 -1.7967 1.7783
C 3.1050 -2.3639 2.7190
C -0.1943 0.0584 -3.5078
H -0.2166 -3.3038 -0.6691
C -5.0710 -0.6476 3.3461
H -5.5181 1.1414 0.2659
C -0.2478 0.4677 -4.8449
C 4.9118 5.0133 0.7976
H -0.1700 -4.3952 -4.8146
H 3.6799 -2.9991 3.3760
H -6.1038 -0.5934 3.6604
C -0.2184 -1.3600 -3.2820
H -3.8292 2.7538 1.1606
C -0.2061 -4.0341 -2.7056
N 1.1173 2.9572 0.7293
N -0.2134 -1.7583 -1.9937
C -0.2260 -1.7783 -5.6686
H -0.7401 -4.0226 1.5234
C -2.3935 -0.7416 2.5643
H 6.6467 2.6592 -0.9096
*
```

Values from the calculation:
- LUMO energy: -0.98 eV
- Energy relative to the best compared isomer or geometry (same formula, charge and spin): 266.5 kJ/mol
- Frontier orbital gap: 0.190 Eh
- Molecular weight: 1055.0 Da
- HOMO: -6.2 eV

Mulliken atomic charge list, values in e, 2 entries:
1 C -0.35
2 Te -0.03

Question: Which value of molecular weight does entry 2 give?
Answer: 218.1 Da

Question: Which of these has the lowest molecular weight?
Answer: C2H5OYb

Question: What is the formula in the first record?
Answer: C15H42AlF3N7O9P2S2